# 1
This record from OMol25 describes the molecule C5H14N2. The level of theory is wB97M-V/def2-TZVPD.

Element x y z (Å)
H -2.005 -0.541 1.141
C -2.190 -1.129 0.234
C 1.180 -0.362 -0.004
H -0.478 -1.074 -1.945
C 0.236 0.556 -0.750
C 2.204 0.346 0.872
H 0.793 1.308 -1.306
H 2.930 0.963 0.327
C -0.860 -0.105 -1.609
H -3.140 -1.650 0.297
N 1.589 0.989 2.044
H -1.389 -1.870 0.201
H -0.275 1.207 -0.028
N -2.117 -0.315 -0.962
H 0.609 1.171 1.836
H 1.734 -1.010 -0.687
H -2.710 0.497 -0.929
H 1.951 1.918 2.231
H 2.843 -0.455 1.265
H -1.052 0.464 -2.511
H 0.662 -1.047 0.668

Atoms 1-2, force components in eV/Å:
-0.175 -0.132 0.200
0.735 0.374 -0.069

Values from the calculation:
Structure (SMILES) ... CNCCCCN
DFT total energy ... -308.3849 hartree
Energy relative to the best compared isomer or geometry (same formula, charge and spin) ... 24.0 kcal per mole
HOMO level ... -8.346 eV



# 2
This record from OMol25 describes the molecule C5H14N2O. The level of theory is wB97M-V/def2-TZVPD.

Element x y z (Å)
H 0.462 -0.822 1.424
H -2.011 -1.073 0.464
H 1.493 -2.005 -0.614
H 3.276 1.330 -0.864
C -1.918 0.012 0.515
C -0.346 0.725 0.188
H 2.868 -0.232 -1.204
C 0.475 -0.446 0.401
H -0.228 -2.314 -0.395
H -0.227 1.502 0.936
C 0.504 -1.544 -0.631
H -0.336 1.097 -0.832
C -2.980 0.655 -0.355
H 3.154 0.494 1.932
H 0.313 -1.160 -1.631
H -2.954 1.741 -0.263
O 2.855 -0.171 1.301
H -3.979 0.321 -0.065
N 1.947 0.568 0.392
H -2.054 0.259 1.569
H -2.822 0.399 -1.402
N 2.507 0.663 -0.867

Atoms 1-2, force components in eV/Å:
0.179 0.161 -0.110
0.647 -0.040 -0.320

Values from the calculation:
Structure (SMILES) ... CCC[C@@H](C)N(N)O
DFT total energy ... -383.5155 hartree
Energy relative to the best compared isomer or geometry (same formula, charge and spin) ... 116.2 kcal per mole
HOMO level ... -8.993 eV



# 3
This record from OMol25 describes a cluster of 3 separate species, C5H14N2O in total. The level of theory is wB97M-V/def2-TZVPD.

Element x y z (Å)
H 1.542 -1.060 0.323
H 1.386 -0.164 -2.024
H -2.738 0.189 -1.014
H -3.282 -1.173 -0.015
C -1.217 -0.627 0.268
H 2.490 0.393 0.799
O 1.737 2.310 0.590
H -1.042 -2.745 -0.086
H -3.056 0.420 0.706
H 3.081 -0.390 -1.575
N -0.501 1.514 -0.270
H 0.092 -2.126 1.129
H -1.599 -2.313 1.531
H -1.403 1.891 0.008
C -0.914 -2.024 0.730
N -0.284 0.248 0.143
H 0.391 2.099 0.078
C -2.653 -0.285 -0.031
H 2.376 1.239 -1.532
H 1.583 2.472 1.528
C 2.170 0.187 -1.355
C 1.842 -0.056 0.068

Atoms 1-2, force components in eV/Å:
0.074 -0.162 -0.177
0.035 -0.010 0.002

Values from the calculation:
DFT total energy ... -383.4866 hartree
Energy relative to the best compared isomer or geometry (same formula, charge and spin) ... 134.3 kcal per mole
HOMO level ... -7.996 eV



# 4
This record from OMol25 describes the molecule C5H14N2O. The level of theory is wB97M-V/def2-TZVPD.

Element x y z (Å)
H -3.428 -1.365 -0.298
O -2.509 -3.032 -0.933
H 1.937 3.875 1.118
H 1.224 -0.110 -1.032
C 2.496 2.005 0.394
H 1.133 1.090 1.755
C -0.260 -0.737 0.305
C -2.445 -1.797 -0.167
H 2.898 1.786 -0.593
H -2.341 -2.121 0.870
H 3.365 2.043 1.051
N 1.756 3.253 0.344
H 0.066 1.183 -0.607
H -0.664 -0.464 1.282
C 0.648 0.348 -0.223
H -1.172 -1.061 -1.554
H 2.331 -0.032 1.068
H 0.284 -1.674 0.449
C 1.658 0.807 0.841
H 0.759 3.107 0.271
N -1.413 -0.903 -0.582
H -1.708 -3.105 -1.467

Atoms 1-2, force components in eV/Å:
-0.276 0.234 -0.014
0.198 0.358 -0.059

Values from the calculation:
Structure (SMILES) ... NCCCCNCO
DFT total energy ... -383.6278 hartree
Energy relative to the best compared isomer or geometry (same formula, charge and spin) ... 45.8 kcal per mole
HOMO level ... -8.995 eV



# 5
This record from OMol25 describes a cluster of 2 separate species, C5H14N2O in total. The level of theory is wB97M-V/def2-TZVPD.

Element x y z (Å)
H -0.810 -3.055 -1.649
C 1.312 0.009 -0.183
N 0.789 2.279 1.477
H -0.869 2.517 0.232
H -1.575 -2.108 -0.314
H 1.556 -0.332 -1.196
C 0.983 -1.206 0.703
H -3.320 0.707 -0.505
O -2.644 1.072 -1.091
H 0.159 -0.895 1.347
C -0.006 1.883 0.432
H -1.818 0.651 -0.789
H 1.767 -1.540 1.390
C 0.539 -2.451 -0.059
H 0.304 -3.273 0.613
H -0.633 -1.325 -1.553
H 2.231 0.477 0.215
N 0.167 0.880 -0.319
H 0.473 3.044 2.041
H 1.333 -2.782 -0.720
C -0.707 -2.241 -0.965
H 1.743 1.989 1.579

Atoms 1-2, force components in eV/Å:
-0.375 -0.649 -0.287
0.573 -0.445 0.184

Values from the calculation:
Structure (SMILES) ... CCCC/N=C\N.O
DFT total energy ... -383.6478 hartree
Energy relative to the best compared isomer or geometry (same formula, charge and spin) ... 33.2 kcal per mole
HOMO level ... -9.252 eV



# 6
This record from OMol25 describes a cluster of 2 separate species, C5H14N2O in total. The level of theory is wB97M-V/def2-TZVPD.

Element x y z (Å)
O 2.429 3.311 -0.535
H 1.735 3.675 0.015
H -0.357 -2.622 -1.751
H 1.462 -1.631 0.230
C -0.479 -1.502 -1.881
C 0.827 -0.745 0.067
H -0.778 -1.321 -2.841
C -0.658 -0.846 0.451
H -0.971 1.259 2.958
C -1.261 0.488 1.060
C 0.768 -0.607 -1.470
N -1.421 -1.031 -0.822
H 1.289 0.005 0.625
H -2.218 -1.707 -0.728
H 0.516 0.512 -1.748
H -2.441 0.681 0.868
H -0.696 1.344 0.675
H 1.780 -0.693 -1.984
N -1.129 0.407 2.578
H 2.808 2.805 0.180
H -0.342 -0.132 2.887
H -0.864 -1.649 1.167

Atoms 1-2, force components in eV/Å:
-0.264 0.008 0.516
-0.779 0.740 -0.473

Values from the calculation:
Structure (SMILES) ... NC[C@@H]1CCCN1.O
DFT total energy ... -383.5957 hartree
Energy relative to the best compared isomer or geometry (same formula, charge and spin) ... 65.9 kcal per mole
HOMO level ... -8.690 eV



# 7
This record from OMol25 describes the molecule C5H14N2O. The level of theory is wB97M-V/def2-TZVPD.

Element x y z (Å)
H -0.425 -0.013 3.392
N -1.413 -1.378 -1.329
H 1.755 1.095 0.010
H -2.256 -0.915 -1.641
H -0.610 0.763 1.916
C 0.397 -1.318 0.313
H 0.246 2.579 0.462
H 1.376 -1.342 -0.161
C 0.178 0.559 -1.483
C 1.162 1.486 -0.820
H 0.709 -0.041 -2.245
N 0.527 -1.014 1.757
C -0.521 -0.441 -0.569
H -1.545 -0.769 2.255
H -1.003 -1.715 -2.203
H 0.000 -2.333 0.224
H 1.336 -0.407 1.851
H -1.281 0.006 0.065
H -0.558 1.065 -2.114
O 0.586 2.730 -0.421
C -0.585 -0.267 2.341
H 1.922 1.671 -1.601

Atoms 1-2, force components in eV/Å:
0.248 -0.730 0.115
0.354 -0.006 -0.543

Values from the calculation:
Structure (SMILES) ... CNC[C@H](N)CCO
DFT total energy ... -383.6090 hartree
Energy relative to the best compared isomer or geometry (same formula, charge and spin) ... 57.6 kcal per mole
HOMO level ... -8.860 eV



# 8
This record from OMol25 describes a cluster of 2 separate species, C5H14N2O in total. The level of theory is wB97M-V/def2-TZVPD.

Element x y z (Å)
C 0.805 0.380 -0.569
H 1.663 -1.933 0.571
N -1.633 -0.749 -0.555
C 1.509 -0.330 -1.474
C -2.438 0.307 -1.132
O 0.411 1.677 -0.805
H 1.938 -1.061 2.101
C 1.225 -1.260 1.302
H 1.937 -1.290 -1.257
H 1.236 1.111 2.468
H -1.697 -1.585 -1.128
H -3.499 0.079 -0.988
C 0.370 0.974 1.819
H -2.286 0.456 -2.212
H 0.967 2.013 -1.518
H -0.481 0.633 2.415
H 0.108 1.940 1.399
H -2.240 1.244 -0.614
H 1.717 0.104 -2.439
N 0.636 -0.031 0.800
H -0.651 -0.817 0.117
H 0.403 -1.864 1.700

Atoms 1-2, force components in eV/Å:
2.739 -0.054 0.848
0.213 0.541 -0.278

Values from the calculation:
Structure (SMILES) ... C=C(O)N(C)C.CN
DFT total energy ... -383.5478 hartree
Energy relative to the best compared isomer or geometry (same formula, charge and spin) ... 95.9 kcal per mole
HOMO level ... -7.403 eV



# 9
This record from OMol25 describes a cluster of 2 separate species, C5H14N2O in total. The level of theory is wB97M-V/def2-TZVPD.

Element x y z (Å)
H -1.238 1.780 -0.685
H 1.417 1.164 1.769
H -2.638 -1.752 1.246
H 2.087 -1.185 -1.742
H -3.438 -0.246 1.745
N -0.442 1.538 -0.112
H -1.726 -0.188 1.399
H -3.913 -0.675 -0.458
C 0.290 0.456 -0.622
C 2.130 0.905 0.987
C 1.471 0.079 -0.088
O -3.026 -0.347 -0.274
H -0.069 -1.183 -1.754
H 2.948 0.347 1.436
H -1.336 -0.138 -1.640
N -0.327 -0.210 -1.682
H 3.352 -0.795 -0.613
C -2.658 -0.668 1.107
C 2.292 -1.033 -0.684
H 0.132 2.295 0.227
H 2.132 -1.976 -0.153
H 2.559 1.830 0.590

Atoms 1-2, force components in eV/Å:
0.226 0.351 0.176
0.045 0.101 0.191

Values from the calculation:
Structure (SMILES) ... CC(C)=C(N)N.CO
DFT total energy ... -383.6306 hartree
Energy relative to the best compared isomer or geometry (same formula, charge and spin) ... 44.0 kcal per mole
HOMO level ... -6.876 eV



# 10
This record from OMol25 describes the molecule C5H14N2O. The level of theory is wB97M-V/def2-TZVPD.

Element x y z (Å)
C 0.299 0.183 0.058
C 1.635 -0.523 0.308
H -0.460 2.224 -0.144
H -0.256 -0.115 2.169
H 1.316 -0.484 -2.514
C -0.402 -0.274 -1.203
H -2.360 0.545 0.440
N -1.166 -1.701 1.243
H 0.691 1.096 -2.511
C -0.798 -0.309 1.238
H 2.408 -0.157 -0.375
N 0.487 0.102 -2.430
H -1.863 -1.876 0.525
H 0.685 1.999 1.190
C 0.454 1.704 0.160
H 1.269 2.064 -0.474
H 1.554 -1.605 0.175
O -1.966 0.477 1.320
H -0.518 -1.358 -1.262
H -1.354 0.235 -1.367
H 1.985 -0.331 1.329
H -1.642 -1.898 2.123

Atoms 1-2, force components in eV/Å:
-2.397 -1.235 1.999
-0.225 -0.038 -0.015

Values from the calculation:
Structure (SMILES) ... CC(C)(CN)[C@H](N)O
DFT total energy ... -383.6387 hartree
Energy relative to the best compared isomer or geometry (same formula, charge and spin) ... 38.9 kcal per mole
HOMO level ... -8.876 eV



# 11
This record from OMol25 describes a cluster of 2 separate species, C5H14N2O in total. The level of theory is wB97M-V/def2-TZVPD.

Element x y z (Å)
H -3.580 -0.488 0.662
H -0.384 1.292 0.507
C -2.759 0.223 0.736
H 2.987 -0.053 -0.382
N 2.903 -1.048 -0.207
C -1.839 0.104 -0.467
H 2.257 0.697 1.396
H -3.179 1.224 0.792
C 1.009 -0.752 1.288
H 1.674 -2.594 0.494
H -1.408 -0.909 -0.544
H 3.182 -1.635 -0.979
H -2.405 0.284 -1.387
C 1.773 -1.519 0.487
C 0.114 1.163 -1.566
H 0.840 1.973 -1.489
N -0.759 1.134 -0.420
H -0.472 1.359 -2.466
O 1.352 0.520 1.686
H 0.631 0.202 -1.719
H 0.264 -1.204 1.926
H -2.201 0.028 1.650

Atoms 1-2, force components in eV/Å:
0.001 -0.086 0.069
0.317 -0.277 -0.479

Values from the calculation:
Structure (SMILES) ... N/C=C\O.CCNC
DFT total energy ... -383.6036 hartree
Energy relative to the best compared isomer or geometry (same formula, charge and spin) ... 61.0 kcal per mole
HOMO level ... -7.881 eV



# 12
This record from OMol25 describes a cluster of 2 separate species, C5H14N2O in total. The level of theory is wB97M-V/def2-TZVPD.

Element x y z (Å)
C 1.020 0.309 -1.622
N -1.074 -1.158 0.719
H 1.330 1.317 -1.915
H -1.345 -1.348 -1.257
H -2.410 0.786 -1.652
H 1.647 -0.410 -2.145
C 1.685 -0.975 0.785
H 0.020 0.197 -2.025
H -0.916 0.487 1.849
H -3.260 0.499 -0.119
C -2.278 0.573 -0.593
N -1.357 -0.431 1.873
H -0.991 -0.947 2.663
C -1.530 -0.709 -0.404
H 2.735 0.608 -0.241
C 1.744 0.307 0.108
H 1.752 -0.899 1.869
H 2.370 -1.713 0.384
O 1.103 1.311 0.842
H 1.080 2.107 0.302
H -1.753 1.408 -0.131
H 0.429 -1.319 0.711

Atoms 1-2, force components in eV/Å:
2.028 0.401 1.852
-2.010 0.048 -1.275

Values from the calculation:
Structure (SMILES) ... C/C=N\N.CC(C)O
DFT total energy ... -383.5182 hartree
Energy relative to the best compared isomer or geometry (same formula, charge and spin) ... 114.5 kcal per mole
HOMO level ... -8.229 eV